1.
Below is a structure of composition C14H13CaNS at a distorted geometry, with properties calculated with wB97M-V/def2-TZVPD.

Summary:
- LUMO energy (eV) = -0.519
- net charge = 0
- multiplicity = 1
- energy relative to the best compared isomer or geometry (same formula, charge and spin) (kJ/mol) = 0.0
- HOMO energy (eV) = -5.840

Each line ends with the Mulliken charge.
CARTESIAN COORDINATES (ANGSTROEM)
Ca (-0.253, -0.954, -1.527)  1.091
C (0.366, -0.947, -3.770)  -1.838
H (1.448, -1.026, -3.647)  0.345
H (-0.169, -1.856, -4.044)  0.570
H (0.020, -0.018, -4.203)  0.231
H (-1.768, 0.404, -2.377)  0.052
H (-2.127, -0.263, -2.317)  0.110
S (0.231, 0.811, 2.565)  -0.300
C (-0.327, -0.884, 2.867)  0.629
C (-0.448, -1.576, 4.060)  -0.318
C (-0.847, -2.914, 4.043)  -0.634
C (-1.122, -3.563, 2.822)  -0.523
C (-1.011, -2.894, 1.609)  -0.676
C (-0.615, -1.545, 1.665)  0.381
N (-0.367, -0.667, 0.604)  -0.888
C (0.107, 0.570, 0.820)  0.584
C (0.503, 1.563, -0.182)  1.477
C (0.979, 2.859, 0.197)  -0.554
C (1.364, 3.808, -0.740)  -0.861
C (1.313, 3.550, -2.127)  -0.204
C (0.851, 2.288, -2.544)  -1.218
C (0.492, 1.450, -1.552)  0.000
H (-0.211, -1.030, 4.983)  0.364
H (-0.935, -3.449, 4.979)  0.384
H (-1.424, -4.603, 2.826)  0.378
H (-1.206, -3.365, 0.626)  0.251
H (1.029, 3.094, 1.258)  0.254
H (1.719, 4.795, -0.412)  0.333
H (1.612, 4.299, -2.854)  0.371
H (0.796, 2.060, -3.631)  0.208

Atoms 1-3, force components in eV/Å:
0.954 -0.080 -2.342
-0.048 -0.543 0.579
0.016 -0.162 -0.580

2.
Below is the molecule C4H4N2O at a distorted geometry, with properties calculated with wB97M-V/def2-TZVPD.

Summary:
- LUMO energy (eV) = -0.798
- net charge = 0
- multiplicity = 1
- energy relative to the best compared isomer or geometry (same formula, charge and spin) (kJ/mol) = 225.5
- HOMO energy (eV) = -9.578

Each line ends with the Mulliken charge.
CARTESIAN COORDINATES (ANGSTROEM)
C (-2.297, -0.530, 0.016)  -1.012
C (-1.100, -0.116, -0.029)  0.676
C (-0.609, 1.241, 0.052)  -0.103
N (0.703, 1.327, -0.141)  -0.395
C (1.161, -0.105, -0.127)  0.342
O (2.360, -0.561, 0.190)  -0.559
N (-0.007, -0.945, -0.159)  -0.184
H (-2.964, 0.156, 0.227)  0.353
H (-2.594, -1.527, 0.205)  0.303
H (-1.072, 2.217, 0.549)  0.290
H (-0.044, -1.977, 0.132)  0.288

Atoms 1-3, force components in eV/Å:
-1.252 -2.762 0.566
2.889 -0.182 -0.277
2.953 2.973 0.996